No. 1
Below is a gas-phase ion, C2H5N2O (charge +1) at a distorted geometry, with properties calculated with ωB97M-V/def2-TZVPD.

Each line ends with the natural charge from an NBO analysis.
Geometry (Å):
O 2.700 -0.152 0.105  -0.1597
N 1.629 0.122 -0.359  0.0792
C 0.506 0.144 0.501  0.0260
C -0.828 -0.771 -0.199  -0.1607
N -0.674 0.673 -0.216  -0.5261
H 0.527 0.187 1.587  0.2668
H -0.585 -1.325 -1.091  0.2700
H -1.491 -1.216 0.521  0.2665
H -0.431 1.080 -1.131  0.4701
H -1.354 1.258 0.283  0.4678

Atoms 1-6, force components in eV/Å:
O -1.24 0.19 0.24
N 1.20 0.03 -1.20
C -2.91 -2.46 -0.11
C 3.05 1.07 1.52
N -0.19 0.70 -0.43
H -0.04 0.19 -0.17

Results
Largest force on an atom ... 0.0741 Eh/bohr
SMILES ... O=N[C@@H]1C[NH2+]1
Total charge ... +1
Frontier orbital gap ... 8.9 eV
Calculated total energy ... -263.5338 Ha
2S+1 ... 1
E_HOMO ... -14.485 eV
E_LUMO ... -0.206 Eh


No. 2
Below is a molecular structure, C34H49F4N4O3PSn at a distorted geometry, with properties calculated with ωB97M-V/def2-TZVPD.

Each line ends with the Mulliken charge.
Geometry (Å):
Sn 0.490 1.728 -0.358  1.6866
C 1.704 0.905 2.398  -0.6072
N 0.972 2.066 1.818  0.3919
C -0.285 2.231 2.588  -0.6971
C 1.773 3.264 1.869  -0.9109
C 2.938 3.061 0.956  -0.9131
N 2.424 3.045 -0.412  0.1844
C 3.203 2.842 -1.525  -0.1195
C 2.528 2.883 -2.773  0.5184
F 1.155 3.030 -2.750  -0.2992
C 3.200 2.745 -3.964  -0.1880
F 2.527 2.782 -5.117  -0.2697
C 4.569 2.578 -3.963  -0.2950
C 5.267 2.525 -2.773  -0.0289
F 6.587 2.359 -2.800  -0.2684
C 4.607 2.639 -1.569  0.6949
F 5.296 2.589 -0.402  -0.2930
H 2.085 1.163 3.386  0.3652
H 1.025 0.061 2.477  -0.1009
H 2.533 0.610 1.761  0.1369
H -0.058 2.340 3.649  0.4778
H -0.809 3.120 2.245  0.3320
H -0.915 1.358 2.436  -0.1368
H 1.167 4.097 1.524  0.1901
H 2.104 3.492 2.884  0.6090
H 3.634 3.894 1.077  0.6311
H 3.525 2.170 1.182  0.4971
H 5.104 2.488 -4.896  0.5447
O -1.583 1.900 -0.343  0.0606
N -2.172 3.057 -0.334  -1.2183
N -1.375 4.033 -0.271  1.6580
O -0.090 3.864 -0.261  -0.5092
C -1.894 5.378 -0.211  0.5873
C -3.219 5.583 0.146  -0.3631
C -3.690 6.882 0.185  -0.6394
C -2.849 7.945 -0.123  -0.4868
C -1.525 7.713 -0.473  -0.6320
C -1.033 6.420 -0.519  -0.5623
H -3.863 4.749 0.386  0.4739
H -4.719 7.065 0.462  0.3997
H -3.227 8.957 -0.088  0.4127
H -0.873 8.541 -0.714  0.3941
H -0.008 6.215 -0.793  0.3917
O -0.095 -0.139 0.340  0.2943
P -0.257 -1.635 -0.112  -2.4355
C 1.136 -1.893 -1.286  0.8312
C 2.501 -1.906 -0.569  -0.4873
C 2.945 -3.302 -0.134  -0.1862
C 2.915 -4.288 -1.298  -1.0781
C 1.534 -4.348 -1.943  -0.3883
C 1.076 -2.964 -2.386  -1.1520
C -0.150 -2.579 1.434  0.4339
C -1.018 -1.919 2.554  -0.3815
C -2.051 -2.888 3.123  -0.9301
C -1.388 -4.143 3.691  -0.8193
C -0.283 -4.681 2.761  -0.9929
C -0.390 -4.093 1.355  -0.1960
C -1.809 -1.828 -1.011  0.6313
C -2.101 -3.266 -1.531  -0.9784
C -3.396 -3.831 -0.953  -0.8360
C -4.598 -2.938 -1.268  -0.9449
C -4.262 -1.442 -1.108  -0.9104
C -3.013 -1.241 -0.254  -0.2144
H 1.044 -0.922 -1.805  0.2420
H 2.496 -1.219 0.285  -0.6477
H 3.241 -1.516 -1.275  0.8293
H 2.304 -3.672 0.670  -0.1086
H 3.951 -3.242 0.284  0.5520
H 3.218 -5.278 -0.956  0.4857
H 3.649 -3.979 -2.049  0.3774
H 0.815 -4.784 -1.244  0.0866
H 1.552 -5.010 -2.809  0.4344
H 0.088 -2.999 -2.841  0.3810
H 1.756 -2.621 -3.172  0.5241
H 0.903 -2.440 1.708  0.9861
H -1.511 -1.014 2.194  -0.0051
H -0.355 -1.604 3.366  0.4684
H -2.767 -3.163 2.343  0.1335
H -2.630 -2.384 3.897  0.6027
H -2.148 -4.907 3.856  0.3982
H -0.965 -3.917 4.671  0.3602
H -0.325 -5.768 2.705  0.4891
H 0.705 -4.435 3.162  0.3419
H -1.376 -4.310 0.940  0.0560
H 0.339 -4.564 0.698  -0.0623
H -1.640 -1.174 -1.880  0.7143
H -1.276 -3.949 -1.326  0.2500
H -2.192 -3.230 -2.618  0.4425
H -3.298 -3.948 0.131  0.0320
H -3.558 -4.834 -1.348  0.6618
H -5.424 -3.210 -0.610  0.3822
H -4.941 -3.132 -2.285  0.3580
H -5.104 -0.906 -0.670  0.4274
H -4.086 -0.986 -2.087  0.3672
H -3.145 -1.745 0.707  0.0199
H -2.842 -0.181 -0.048  0.0610

Atoms 1-6, force components in eV/Å:
Sn -0.42 1.00 0.64
C -0.15 -0.12 -0.05
N -0.94 -1.20 0.45
C -0.11 0.05 -0.10
C 0.44 0.59 0.32
C 0.99 0.55 -0.65

Results
Largest force on an atom ... 0.0327 Eh/bohr
Total charge ... +2
Frontier orbital gap (alpha / beta) ... 6.1 / 5.8 eV
Calculated total energy ... -2724.2301 Ha
2S+1 ... 1
E_HOMO (alpha / beta) ... -14.057 / -14.000 eV
E_LUMO (alpha / beta) ... -0.293 / -0.302 Eh


No. 3
Below is a molecular structure, C34H46BCdN8S2, with properties calculated with ωB97M-V/def2-TZVPD.

Each line ends with the Mulliken charge.
Geometry (Å):
Cd 0.215 0.147 -0.473  3.1056
C -0.061 2.214 2.018  -0.8470
N -1.057 1.784 1.039  1.7047
C -2.127 1.047 1.694  1.0818
C -3.054 0.323 0.712  -1.9144
N -2.618 -1.043 0.415  1.7059
C -2.749 -1.911 1.569  -0.9055
C -3.224 -1.566 -0.765  -1.0003
C -4.158 -2.596 -0.735  -0.2289
C -4.730 -3.105 -1.891  -0.8751
C -4.391 -2.566 -3.119  -0.6171
C -3.468 -1.544 -3.173  -1.0306
C -2.847 -1.052 -2.022  1.0057
S -1.668 0.205 -2.244  -0.6402
C -1.442 2.909 0.240  -0.8190
C -2.612 3.624 0.455  -0.1392
C -2.905 4.774 -0.262  -1.0547
C -2.009 5.238 -1.209  -0.5744
C -0.866 4.515 -1.473  -1.0374
C -0.565 3.345 -0.773  0.8874
S 0.908 2.521 -1.164  -0.7089
H -0.509 2.889 2.764  0.2886
H 0.738 2.752 1.506  0.0341
H 0.360 1.341 2.518  0.0454
H -2.722 1.699 2.355  0.1234
H -1.634 0.309 2.326  -1.2878
H -3.098 0.882 -0.227  0.7184
H -4.076 0.297 1.134  0.1795
H -3.750 -1.856 2.030  0.3973
H -2.012 -1.641 2.320  -0.8083
H -2.557 -2.936 1.262  0.5615
H -4.478 -3.016 0.207  0.3698
H -5.436 -3.922 -1.827  0.3896
H -4.834 -2.949 -4.029  0.3656
H -3.190 -1.113 -4.123  0.4718
H -3.317 3.299 1.207  0.3813
H -3.824 5.309 -0.061  0.3814
H -2.204 6.157 -1.746  0.3569
H -0.165 4.848 -2.222  0.4560
C -0.385 -2.579 -4.242  -1.3892
C 0.837 -2.796 -3.349  0.9766
C 1.872 -1.694 -3.563  -1.6029
C 0.451 -2.915 -1.903  -0.1769
C -0.429 -3.847 -1.328  -1.2448
C -0.274 -3.674 0.029  -0.7291
N 0.620 -2.692 0.237  2.4737
N 1.060 -2.229 -0.944  -1.3815
B 1.446 -2.498 1.526  -0.6845
N 0.582 -2.117 2.745  0.3680
C 0.213 -3.006 3.682  -0.8907
C -0.375 -2.328 4.722  -0.8946
C -0.329 -0.983 4.329  0.1979
N 0.249 -0.880 3.133  0.0090
C -0.815 0.190 5.127  1.3461
C -2.060 -0.199 5.925  -1.7021
C 0.285 0.670 6.078  -1.7306
N 2.548 -1.472 1.287  0.0423
C 3.823 -1.653 1.666  -0.6943
C 4.576 -0.616 1.165  -1.0487
C 3.662 0.171 0.454  -0.6581
N 2.445 -0.355 0.562  0.3522
C 3.957 1.402 -0.346  1.5764
C 3.974 2.631 0.563  -1.0245
C 5.274 1.273 -1.116  -1.8330
H -0.134 -2.764 -5.287  0.5166
H -0.735 -1.554 -4.143  0.1734
H -1.196 -3.250 -3.963  0.3181
H 1.295 -3.759 -3.628  0.3079
H 1.440 -0.724 -3.313  0.1511
H 2.197 -1.676 -4.602  0.4638
H 2.734 -1.858 -2.921  0.3814
H -1.073 -4.541 -1.830  0.4053
H -0.719 -4.199 0.852  0.5918
H 1.957 -3.550 1.793  -0.2214
H 0.390 -4.053 3.550  0.5302
H -0.771 -2.748 5.625  0.4622
H -1.063 1.010 4.448  -0.1494
H -1.809 -0.965 6.654  0.3282
H -2.829 -0.596 5.267  0.3374
H -2.462 0.663 6.456  0.4524
H 0.594 -0.143 6.734  0.3257
H -0.080 1.495 6.691  0.4699
H 1.150 1.006 5.513  0.3737
H 4.116 -2.500 2.257  0.4614
H 5.632 -0.458 1.277  0.4174
H 3.151 1.530 -1.073  -0.2771
H 4.732 2.530 1.341  0.3911
H 3.001 2.745 1.032  0.0504
H 4.180 3.526 -0.020  0.3990
H 6.130 1.304 -0.441  0.3096
H 5.369 2.095 -1.824  0.4594
H 5.307 0.337 -1.670  0.3909

Atoms 1-6, force components in eV/Å:
Cd 0.04 0.24 -0.30
C 0.31 0.14 0.34
N 0.15 -0.29 -0.04
C -0.39 -0.18 -0.04
C -0.14 0.29 0.09
N 0.03 -0.15 -0.05

Results
Largest force on an atom ... 0.0191 Eh/bohr
Total charge ... -1
Frontier orbital gap ... 6.9 eV
Calculated total energy ... -2750.4231 Ha
2S+1 ... 1
E_HOMO ... -4.280 eV
E_LUMO ... 0.095 Eh